{
  "formula": "C50H120Cl24N2O38S11",
  "method": "wB97M-V/def2-TZVPD",
  "symbols": ["C", "C", "C", "O", "C", "N", "H", "H", "H", "H", "H", "H", "H", "H", "H", "H", "H", "H", "C", "C", "C", "O", "C", "N", "H", "H", "H", "H", "H", "H", "H", "H", "H", "H", "H", "H", "C", "O", "O", "O", "C", "Cl", "Cl", "Cl", "H", "C", "Cl", "Cl", "Cl", "H", "C", "Cl", "Cl", "Cl", "H", "C", "Cl", "Cl", "Cl", "H", "C", "Cl", "Cl", "Cl", "H", "C", "Cl", "Cl", "Cl", "H", "C", "Cl", "Cl", "Cl", "H", "C", "Cl", "Cl", "Cl", "H", "O", "S", "O", "O", "C", "C", "C", "H", "H", "H", "H", "H", "H", "H", "H", "O", "S", "O", "O", "C", "C", "C", "H", "H", "H", "H", "H", "H", "H", "H", "O", "S", "O", "O", "C", "C", "C", "H", "H", "H", "H", "H", "H", "H", "H", "O", "S", "O", "O", "C", "C", "C", "H", "H", "H", "H", "H", "H", "H", "H", "O", "S", "O", "O", "C", "C", "C", "H", "H", "H", "H", "H", "H", "H", "H", "O", "S", "O", "O", "C", "C", "C", "H", "H", "H", "H", "H", "H", "H", "H", "O", "S", "O", "O", "C", "C", "C", "H", "H", "H", "H", "H", "H", "H", "H", "O", "S", "O", "O", "C", "C", "C", "H", "H", "H", "H", "H", "H", "H", "H", "O", "S", "O", "O", "C", "C", "C", "H", "H", "H", "H", "H", "H", "H", "H", "O", "S", "O", "O", "C", "C", "C", "H", "H", "H", "H", "H", "H", "H", "H", "O", "S", "O", "O", "C", "C", "C", "H", "H", "H", "H", "H", "H", "H", "H"],
  "xyz": [[-2.29759, -1.15864, -1.14797], [-1.25560, -0.02565, -1.25170], [-0.83082, 0.58668, 0.10139], [-0.20735, -0.45904, 0.92188], [-0.18142, -0.18794, 2.33372], [0.03244, -0.61414, -1.81080], [-0.04888, -0.97243, -2.75161], [0.75112, 0.09389, -1.85878], [0.45236, -1.32094, -1.22412], [-2.50223, -1.48197, -2.16860], [-3.26065, -0.82035, -0.76565], [-2.02683, -1.98690, -0.49316], [-1.57571, 0.76756, -1.92730], [-1.70765, 1.04667, 0.55710], [0.02792, 1.23883, -0.05789], [0.45402, 0.69591, 2.38960], [0.29615, -0.90005, 3.00671], [-1.15679, -0.01914, 2.79009], [-2.76619, 0.72700, -7.18135], [-3.89014, -0.00946, -6.44280], [-5.27554, -0.12120, -7.04833], [-6.17214, -0.52368, -6.01495], [-7.38524, -0.97294, -6.57524], [-3.38350, -1.42033, -6.06040], [-3.88246, -1.87449, -5.30882], [-3.57031, -2.01294, -6.85665], [-2.38615, -1.42119, -5.90100], [-3.12683, 1.63603, -7.66272], [-2.44057, 0.00549, -7.93067], [-1.93413, 0.92812, -6.50657], [-4.02942, 0.35967, -5.42671], [-5.21095, -0.90027, -7.80793], [-5.59777, 0.79922, -7.53524], [-8.00215, -1.36815, -5.76819], [-7.28153, -1.93112, -7.08438], [-7.93134, -0.30037, -7.23671], [-0.03252, -1.33743, -5.21773], [1.12241, -1.41985, -4.74567], [-0.95607, -1.02653, -4.46597], [-0.23132, -1.69967, -6.41077], [0.86441, 4.36044, 3.18471], [0.43820, 3.12960, 4.36510], [0.20790, 5.98607, 3.73707], [0.23826, 3.90693, 1.55428], [1.94931, 4.44467, 3.12143], [4.23927, -3.15565, 1.93947], [4.96217, -4.73027, 1.74583], [5.45635, -1.98651, 2.53202], [2.85406, -3.20079, 3.14844], [3.88803, -2.82922, 0.96061], [-4.27639, 1.19240, 5.47446], [-4.07578, -0.58483, 5.63268], [-3.38467, 1.90874, 4.14121], [-3.84714, 1.93086, 7.02580], [-5.30955, 1.50834, 5.33001], [-6.45987, -0.64827, 2.70418], [-6.63037, 1.10280, 3.11083], [-4.99415, -0.75353, 1.57782], [-7.91453, -1.33502, 1.99363], [-6.28663, -1.19259, 3.63252], [-0.27239, -4.91261, -7.09888], [-0.13899, -4.66768, -8.88710], [0.44635, -6.41697, -6.66677], [-1.89409, -4.84216, -6.40899], [0.27794, -4.14198, -6.55910], [3.74768, -3.01821, -6.76576], [4.01282, -2.67667, -8.47594], [5.12677, -2.40857, -5.82949], [3.63598, -4.76701, -6.53346], [2.83445, -2.47926, -6.51346], [-6.37746, 1.25393, -2.18890], [-6.43929, 2.05850, -0.67135], [-7.24266, -0.26777, -2.05770], [-4.65755, 0.99584, -2.61325], [-6.86713, 1.82147, -2.98024], [-3.94548, 4.40713, -4.59821], [-2.50091, 4.84586, -5.49971], [-3.65439, 4.13676, -2.88924], [-4.66623, 3.03099, -5.33944], [-4.59492, 5.28253, -4.59524], [2.43664, 0.20096, 9.85542], [2.53268, -1.21165, 9.61152], [1.61532, -2.13557, 10.27094], [2.43810, -1.51670, 7.98735], [3.33082, -0.80083, 7.20608], [4.27089, -1.82798, 6.58840], [4.28388, -1.79767, 9.97334], [3.99024, -0.13308, 7.76048], [2.76027, -0.24329, 6.46330], [5.30609, -1.49580, 6.51014], [3.81889, -2.11721, 5.63964], [4.44132, -2.73516, 7.16813], [5.04582, -1.23508, 9.43387], [4.37738, -2.86074, 9.75142], [4.54557, -1.65389, 11.02165], [2.23395, 3.79054, -4.08204], [1.12519, 3.01065, -3.54258], [1.28558, 1.99099, -2.52305], [0.01928, 4.07908, -3.00341], [0.06302, 4.43300, -1.66223], [-0.62638, 5.72525, -1.36408], [0.13407, 2.37142, -4.89447], [1.10860, 4.44583, -1.35450], [-0.26166, 3.59298, -1.04819], [-1.69358, 5.59509, -1.54365], [-0.14693, 6.53023, -1.92107], [-0.57035, 6.03635, -0.32092], [-0.83286, 2.07692, -4.48653], [0.62639, 1.44312, -5.18424], [-0.04224, 3.03765, -5.73896], [-7.18211, -4.21289, -5.18832], [-6.08775, -4.11895, -4.22749], [-4.92822, -3.23455, -4.51049], [-6.74824, -3.66791, -2.80936], [-6.06011, -3.37734, -1.68070], [-6.89869, -3.88630, -0.45552], [-5.42287, -5.78797, -3.82465], [-5.80554, -2.32020, -1.60484], [-5.09652, -3.88134, -1.75537], [-7.78021, -3.26419, -0.30063], [-6.41013, -3.72817, 0.50595], [-7.21755, -4.92058, -0.32634], [-4.82460, -5.67662, -2.92035], [-4.81835, -6.05508, -4.69143], [-6.29255, -6.43910, -3.73637], [5.13264, -2.51599, -1.69902], [4.84426, -1.06822, -1.53892], [3.96828, -0.61258, -0.48391], [6.24009, -0.22239, -1.31522], [7.31525, -0.50378, -2.17132], [8.06658, 0.77924, -2.44070], [4.16612, -0.43164, -3.08832], [7.03450, -0.88424, -3.15342], [7.99087, -1.25335, -1.75926], [7.41725, 1.55640, -2.84378], [8.93234, 0.53765, -3.05729], [8.58037, 1.18730, -1.57029], [3.87861, 0.60744, -2.92785], [3.26144, -0.98523, -3.33972], [4.87633, -0.38357, -3.91378], [3.14156, 3.90576, 0.31666], [4.47780, 3.99159, 0.89875], [4.99417, 5.31115, 1.25163], [4.50551, 3.09143, 2.28996], [4.15750, 1.70685, 2.18595], [3.55230, 1.22168, 3.43575], [5.77752, 3.10815, -0.04595], [5.05580, 1.11954, 1.99561], [3.55566, 1.47216, 1.30799], [4.43337, 1.10148, 4.06613], [3.14099, 0.22206, 3.29541], [2.77603, 1.87356, 3.83645], [6.67413, 3.10260, 0.57385], [5.91621, 3.59829, -1.00961], [5.49184, 2.07503, -0.24377], [-3.71473, -3.53519, 0.68629], [-3.75652, -4.65884, 1.57010], [-4.85878, -5.62120, 1.50161], [-2.38960, -5.57091, 1.38525], [-1.17206, -4.88576, 1.23904], [-0.06013, -5.54855, 2.09133], [-3.42096, -4.09878, 3.32677], [-1.12462, -3.85997, 1.60455], [-0.91642, -4.81051, 0.18211], [0.10716, -6.61833, 1.96613], [-0.16796, -5.51030, 3.17530], [0.84155, -4.95326, 1.94736], [-2.45473, -4.52273, 3.60020], [-4.14288, -4.49187, 4.04260], [-3.31476, -3.01401, 3.31686], [2.95890, 4.37166, 5.50736], [3.62676, 3.61109, 6.52275], [4.70873, 2.73235, 6.12294], [4.15328, 4.64969, 7.69628], [5.06186, 4.10711, 8.72695], [6.24519, 5.04806, 8.91236], [2.33164, 2.65646, 7.48659], [5.52433, 3.15981, 8.44977], [4.62081, 3.81201, 9.67904], [7.10994, 4.95968, 8.25471], [6.52896, 4.91456, 9.95627], [5.85486, 6.06502, 8.87314], [1.61000, 3.40960, 7.80302], [2.78351, 2.29321, 8.40961], [1.91788, 1.94988, 6.76711], [0.63076, -0.57384, 5.44098], [-0.35248, -1.57330, 5.86388], [-1.40179, -2.09162, 4.93006], [0.51892, -2.93733, 6.35274], [-0.21967, -4.16847, 6.71282], [0.50813, -4.83333, 7.82340], [-1.09272, -1.06292, 7.43119], [-0.31483, -4.73661, 5.78747], [-1.21553, -3.96699, 7.10749], [1.47148, -4.98340, 7.33604], [0.01253, -5.73236, 8.18979], [0.62758, -4.23800, 8.72862], [-0.26807, -1.03771, 8.14352], [-1.77197, -1.85066, 7.75706], [-1.61730, -0.11446, 7.31575], [1.54600, -3.01966, -0.94996], [1.77415, -4.36429, -1.55178], [2.48506, -5.44966, -0.87999], [0.39837, -5.06741, -2.09992], [-0.61831, -4.27761, -2.75807], [-1.88944, -5.12305, -2.99717], [2.62871, -4.20630, -3.14130], [-0.30694, -3.80507, -3.68966], [-0.77497, -3.34110, -2.22280], [-2.28094, -5.43598, -2.02923], [-1.60841, -6.08695, -3.42147], [-2.66144, -4.56791, -3.53004], [1.95372, -3.81767, -3.90383], [2.86853, -5.19653, -3.52862], [3.48475, -3.53480, -3.07518], [5.45272, 2.31640, -3.96131], [5.87994, 2.93930, -5.21578], [7.34898, 3.05650, -5.54175], [5.02315, 2.17796, -6.44721], [3.58986, 1.94927, -6.30715], [3.20295, 0.88191, -7.27271], [5.02685, 4.63950, -5.27326], [3.03025, 2.86101, -6.51610], [3.34523, 1.61517, -5.29886], [2.26899, 0.37113, -7.03832], [4.00712, 0.14889, -7.33661], [3.06614, 1.28741, -8.27518], [4.35798, 4.80981, -4.42963], [4.60878, 4.71515, -6.27705], [5.87963, 5.31814, -5.25538], [-6.96200, 8.46489, 2.06007], [-5.52482, 8.26424, 2.18098], [-4.78417, 8.96402, 3.20872], [-5.31487, 6.62723, 2.31712], [-3.99159, 6.05046, 2.25054], [-3.94989, 5.10040, 1.05044], [-4.70515, 8.53521, 0.40896], [-3.85222, 5.41874, 3.12781], [-3.15446, 6.74839, 2.26454], [-4.86583, 4.52086, 1.16572], [-3.14448, 4.36923, 1.11985], [-4.05165, 5.57021, 0.07217], [-3.62224, 8.45448, 0.50325], [-4.91850, 9.53816, 0.03929], [-4.99848, 7.82125, -0.36066]],
  "fmax_ev_per_a": 5.659,
  "homo_lumo_gap_ev": 6.439
}